# 1
The following is a quantum chemistry calculation of a 11-piece molecular cluster, H24NO10 overall at a distorted geometry, from the Open Molecules 2025 dataset.

```
35
Properties=species:S:1:pos:R:3:forces:R:3
O -8.095889 -2.956247 -15.467437 -0.1 0.1 -0.2
O -13.374197 -3.948425 -15.618562 0.6 0.5 0.4
O -12.592291 -2.842991 -18.269964 -1.1 0.6 0.5
O -8.820541 -0.845575 -17.636832 2.2 0.2 1.9
O -14.651407 -1.475869 -17.053617 0.1 0.4 0.6
O -10.219178 -1.587667 -19.696959 -0.8 -0.5 -0.7
O -13.372694 2.136611 -17.279864 0.2 -1.5 0.1
O -13.066524 1.179499 -13.927949 0.4 -1.0 0.7
O -10.718731 -1.726193 -12.789998 0.6 0.0 -1.2
O -10.325873 -4.407129 -15.166671 -0.6 0.7 0.5
N -11.413928 -1.134025 -15.655366 0.3 1.1 0.7
H -11.007730 -4.661054 -15.770107 -1.1 0.1 -0.4
H -12.234795 -0.590274 -15.971773 0.3 0.0 0.3
H -8.853134 -3.474232 -15.137495 0.3 0.6 -0.2
H -13.069288 2.984431 -17.566254 0.3 0.8 -0.4
H -10.710880 -0.587381 -15.081945 -1.3 -0.7 -0.8
H -10.981971 -1.596156 -16.419237 0.9 0.1 -1.6
H -12.938581 0.732985 -13.071630 -0.3 -0.1 -0.5
H -11.719428 -1.945091 -15.161221 -0.7 -0.5 1.3
H -13.491571 -4.756305 -16.101847 -0.3 -0.7 -0.2
H -12.843351 2.066515 -13.669424 0.0 1.0 -0.3
H -8.164851 -2.112914 -15.019493 0.2 0.0 0.5
H -12.232950 -3.634835 -17.907234 0.5 -0.8 0.1
H -9.703945 -1.383270 -18.910256 0.5 -0.2 0.0
H -8.126265 -1.240137 -17.011104 -1.5 0.1 -1.3
H -11.927708 -2.401122 -18.784207 1.0 0.3 -1.0
H -14.024094 -2.071985 -17.470051 0.2 -0.3 -0.5
H -11.449884 -2.320757 -12.687204 -0.5 -0.6 0.3
H -8.367039 -0.030171 -17.922049 -0.5 -0.3 -0.1
H -10.815126 -1.070136 -12.118624 -0.1 0.6 0.9
H -9.698853 -5.082226 -15.334286 1.3 -1.3 0.1
H -12.907638 1.475832 -17.828272 -0.5 0.7 0.2
H -9.686826 -2.161380 -20.270661 -0.2 0.3 0.4
H -14.233642 -3.522580 -15.625124 -0.1 0.2 0.0
H -15.426631 -1.989953 -16.830196 -0.3 0.0 -0.1
```
Forces are in eV/Å.

Results
Multiplicity: 1
Net charge: +1
F_max (eV/A): 2.9
Frontier orbital gap (eV): 10.8
HOMO energy (eV): -13.93
Energy (eV): -22348.9701

# 2
The following is a quantum chemistry calculation of a 12-piece molecular cluster, H24NO14S overall at a distorted geometry, from the Open Molecules 2025 dataset.

```
40
Properties=species:S:1:pos:R:3:forces:R:3
S 13.152950 5.500668 2.354854 -0.5 -0.7 -1.0
O 14.678628 6.620441 9.514667 0.1 -0.2 0.1
O 13.092595 4.117242 2.946468 0.1 0.4 0.6
O 11.873494 5.805844 1.706917 0.2 0.1 0.1
O 15.464579 8.239416 7.383737 0.4 -0.1 0.5
O 14.446553 9.167244 3.336040 0.0 0.0 0.3
O 15.693715 4.373780 7.905776 -0.2 0.0 0.6
O 14.883019 3.459118 4.755373 -0.5 0.1 0.2
O 13.302054 6.483031 3.505665 0.1 0.6 0.9
O 11.497561 8.163945 4.467871 -0.4 0.0 -0.2
O 14.314736 5.634444 1.483659 -0.1 0.0 0.2
O 11.965382 8.500811 7.125448 -0.2 0.1 -0.3
O 17.357783 6.375010 4.836431 0.2 0.0 0.1
O 12.657038 4.141271 6.779840 -0.4 -0.2 0.2
O 13.897214 2.215066 8.420241 0.0 0.4 -0.1
N 14.623536 6.087822 5.716571 0.9 0.4 -0.6
H 15.584117 5.950441 5.359979 -0.2 0.0 0.5
H 14.873215 5.777581 9.065739 0.2 0.1 -0.1
H 14.643398 6.824812 6.432133 -0.1 0.0 -0.4
H 15.212925 6.601243 10.315547 -0.1 -0.1 0.0
H 12.204461 4.007996 5.931706 0.3 0.1 -0.1
H 14.585207 2.612130 5.097529 0.0 0.0 -0.1
H 16.622417 4.149242 7.799913 -0.1 0.0 -0.1
H 11.707659 8.430147 6.168061 0.3 -0.1 0.4
H 12.015452 7.487358 3.955978 0.3 -0.1 0.1
H 13.677875 9.496728 2.862938 0.0 -0.1 0.0
H 14.163379 8.273577 3.607102 0.1 0.1 -0.5
H 11.963669 4.390065 7.402930 0.0 0.1 -0.1
H 14.291159 5.200425 6.073875 0.0 -0.1 -0.1
H 13.766815 1.381734 7.958219 0.1 0.0 0.0
H 13.544709 2.892859 7.802127 -0.2 -0.4 0.0
H 17.768092 5.859749 4.132114 -0.2 0.0 0.0
H 14.113626 3.779336 4.167765 0.6 -0.3 -0.5
H 15.265326 3.564894 8.242447 0.2 0.0 -0.2
H 11.748172 7.643557 7.498317 0.0 0.0 0.0
H 14.128412 6.358720 4.798893 -0.7 -0.3 0.2
H 17.906189 6.244093 5.616564 0.0 0.0 -0.1
H 15.386173 7.837640 8.275064 -0.3 0.3 -0.4
H 15.118170 9.133927 7.454847 -0.2 -0.1 -0.1
H 10.628188 8.164773 4.056857 0.0 0.0 0.0
```
Forces are in eV/Å.

Results
Multiplicity: 1
Net charge: -1
F_max (eV/A): 1.4
Frontier orbital gap (eV): 6.4
HOMO energy (eV): -4.47
Energy (eV): -41383.9017

ΔE to the lowest compared entry with this formula, charge and spin? In order: 176.2, 0.0 kJ/mol.